Entry 1:
A cluster of 10 separate species, C30H50Cl10O15 in total at a distorted geometry. Source: OMol25; level of theory: wB97M-V/def2-TZVPD.

Results
SMILES ... C[C@H]1COC(=O)O1.C[C@H]1COC(=O)O1.C[C@H]1COC(=O)O1.C[C@H]1COC(=O)O1.C[C@H]1COC(=O)O1.ClCCCl.ClCCCl.ClCCCl.ClCCCl.ClCCCl
Largest force on an atom ... 5.346 eV/Å
E_HOMO ... -10.437 eV
E_tot ... -187855.781 eV
Kohn-Sham gap ... 10.38 eV
Energy above the lowest of the compared OMol25 structures with the same formula, charge and spin ... 121.9 kcal per mole

```
105
Properties=species:S:1:pos:R:3:lowdin_charge:R:1
C 21.04484 3.48829 -21.71763 0.005
C 19.59387 3.39984 -22.14460 -0.244
C 18.50748 3.21068 -21.06649 -0.089
O 17.49303 4.11780 -21.41021 -0.102
C 17.99834 5.02311 -22.27979 -0.547
O 17.45933 6.05468 -22.53867 0.162
O 19.23288 4.70645 -22.65310 0.112
H 21.70409 4.02971 -22.38847 0.098
H 21.47907 2.49788 -21.55038 0.092
H 21.09816 3.93167 -20.71863 0.059
H 19.38829 2.65932 -22.92025 0.136
H 19.01302 3.27601 -20.09990 0.108
H 18.13660 2.20213 -21.26464 0.140
C 8.20014 4.34214 -19.36349 -0.019
C 8.75023 5.74710 -19.12534 -0.258
C 10.16244 5.97783 -19.68959 -0.102
O 10.05898 7.14092 -20.52441 0.048
C 8.74347 7.41542 -20.72535 -0.579
O 8.38223 8.34167 -21.37571 0.167
O 7.97756 6.61579 -19.99157 0.080
H 7.21612 4.24283 -19.81886 0.089
H 8.37043 3.72334 -18.48503 0.084
H 8.76057 3.90218 -20.19914 0.080
H 8.60832 6.10241 -18.10784 0.152
H 10.60179 5.12730 -20.21443 0.083
H 10.96165 6.16412 -18.96803 0.110
C 14.28658 4.86493 -24.17260 -0.024
C 14.05171 5.10473 -25.64679 -0.309
C 12.62947 5.07136 -26.23787 -0.084
O 12.45717 6.37793 -26.74739 0.075
C 13.62824 7.04455 -26.76560 -0.559
O 13.79450 8.09433 -27.29225 0.176
O 14.54016 6.37001 -26.04053 0.099
H 15.31579 4.92803 -23.80621 0.074
H 14.03827 3.84486 -23.85422 0.069
H 13.75849 5.53746 -23.48888 0.076
H 14.68560 4.36132 -26.14814 0.146
H 11.92010 4.91111 -25.42329 0.132
H 12.53750 4.26658 -26.96368 0.130
C 15.37098 0.96106 -22.43372 -0.018
C 16.25401 0.70227 -23.67592 -0.295
C 15.45496 0.72353 -24.98192 -0.077
O 16.21216 1.59143 -25.82416 0.057
C 17.20356 2.20965 -25.14409 -0.539
O 17.97371 2.99361 -25.54934 0.206
O 17.15162 1.76542 -23.83965 0.056
H 14.77927 0.05555 -22.26904 0.045
H 14.62512 1.74041 -22.58848 0.078
H 15.99208 1.14377 -21.56040 0.086
H 16.73696 -0.26673 -23.53646 0.158
H 14.47281 1.21114 -24.92805 0.129
H 15.24868 -0.18856 -25.54234 0.137
C 20.98876 3.01552 -16.27535 -0.046
C 20.17572 2.84262 -17.52026 -0.346
C 18.69822 3.25830 -17.33769 -0.150
O 18.46552 4.13930 -18.44865 -0.072
C 19.63358 4.48795 -19.00039 -0.648
O 19.76601 5.33368 -19.81629 0.184
O 20.67027 3.83009 -18.42580 0.091
H 22.07279 2.96343 -16.39050 0.091
H 20.80549 2.19564 -15.56498 0.066
H 20.81277 3.90861 -15.67390 0.095
H 20.16678 1.81673 -17.89423 0.095
H 18.46185 3.75914 -16.39731 0.144
H 18.02738 2.40401 -17.39736 0.007
Cl 13.79071 7.12858 -17.70128 0.569
C 14.99075 8.46084 -17.89332 -0.608
C 16.24160 8.05113 -17.10301 -0.625
Cl 17.05005 6.73829 -17.99042 0.666
H 14.63654 9.42017 -17.52018 0.081
H 15.21815 8.56622 -18.95016 0.044
H 16.03831 7.68674 -16.10148 0.064
H 16.90546 8.91282 -17.04928 0.076
Cl 15.65167 3.21145 -18.47658 0.674
C 15.94832 4.09579 -20.00137 -0.634
C 14.80238 4.88837 -20.52525 -0.549
Cl 13.24075 3.93066 -20.56676 0.546
H 16.29721 3.35611 -20.72318 0.054
H 16.83158 4.72484 -19.88566 0.054
H 15.07050 5.32585 -21.48801 0.059
H 14.52653 5.73110 -19.89855 0.003
Cl 13.40386 -0.63295 -17.52640 0.544
C 13.86420 0.34873 -18.97077 -0.642
C 13.60923 -0.53132 -20.18960 -0.680
Cl 14.66566 -1.94198 -20.21099 0.572
H 14.90100 0.66206 -18.90369 0.017
H 13.26849 1.25667 -18.92302 0.041
H 13.92175 -0.00002 -21.08920 -0.003
H 12.58350 -0.87496 -20.27269 0.075
Cl 18.89458 0.42158 -16.45772 0.697
C 17.38106 1.15658 -15.83259 -0.589
C 16.36675 0.11890 -15.36156 -0.679
Cl 16.58776 -0.82768 -13.86692 0.554
H 16.91140 1.81674 -16.56014 0.013
H 17.68901 1.84632 -15.04586 0.088
H 16.26176 -0.59875 -16.17490 0.048
H 15.39466 0.61174 -15.35388 0.062
Cl 12.08451 10.47701 -22.51350 0.546
C 12.68975 9.73069 -20.98516 -0.622
C 13.41891 8.44530 -21.26532 -0.647
Cl 14.97060 8.55008 -22.21999 0.546
H 11.83651 9.48451 -20.35878 0.070
H 13.35497 10.47492 -20.55462 0.065
H 12.78573 7.80282 -21.86882 0.059
H 13.76510 8.00317 -20.33831 -0.005
```

---

Entry 2:
A structure of composition C6H11K3N2O3 at a distorted geometry. Source: OMol25; level of theory: wB97M-V/def2-TZVPD.

Results
Largest force on an atom ... 1.539 eV/Å
E_HOMO ... -13.761 eV
E_tot ... -64482.058 eV
Kohn-Sham gap ... 6.74 eV
Total charge ... +2
Energy above the lowest of the compared OMol25 structures with the same formula, charge and spin ... 0.0 kcal per mole

```
25
Properties=species:S:1:pos:R:3:lowdin_charge:R:1
K 14.45409 10.43126 -5.54872 0.918
K 13.64841 7.26327 -7.78638 0.938
K 18.28408 9.76281 -3.49234 0.887
C 16.97940 7.90409 -6.25296 -0.382
O 16.00407 8.51683 -7.00993 -0.559
H 17.20221 8.51637 -5.34821 -0.030
H 16.73650 6.88714 -5.90402 0.067
H 17.94117 7.81354 -6.78185 0.060
C 20.37172 9.38050 -7.89186 0.032
N 19.60071 8.54362 -8.83620 -0.468
O 19.86458 7.36497 -8.84976 0.077
O 18.76445 9.09064 -9.51192 0.080
H 20.57363 8.83051 -6.98039 0.086
H 19.80209 10.27629 -7.64132 0.090
H 21.25180 9.75234 -8.41141 0.111
N 18.70704 7.08421 -1.31043 0.013
C 19.99853 7.36858 -1.66865 -0.125
C 20.14138 7.07789 -3.00732 -0.115
C 18.88328 6.62202 -3.47085 -0.146
C 18.01397 6.62267 -2.40172 -0.149
H 18.32649 7.21532 -0.38804 0.159
H 20.68489 7.74235 -0.92696 0.126
H 21.08721 7.16157 -3.51794 0.109
H 18.64903 6.17426 -4.42401 0.103
H 17.03307 6.18960 -2.29931 0.119
```

---

Entry 3:
A structure of composition C3H2O4Rh at a distorted geometry. Source: OMol25; level of theory: wB97M-V/def2-TZVPD.

Results
Multiplicity ... 6
Largest force on an atom ... 5.101 eV/Å
E_HOMO (alpha / beta) ... -7.024 / -10.256 eV
E_tot ... -14331.042 eV
<S²> ... 8.762
Kohn-Sham gap (alpha / beta) ... 6.06 / 5.91 eV

```
10
Properties=species:S:1:pos:R:3:mulliken_spin:R:1
H -0.92612 1.62332 -1.39791 -0.011
C -1.69282 0.41327 -1.36880 0.034
C -1.08545 0.91327 -0.18091 0.707
O -0.16489 0.04827 0.27991 0.071
C 1.04631 0.46454 1.08056 -0.034
O 0.95770 1.54644 1.62968 0.029
O 1.94724 -0.34286 0.88298 0.014
Rh -0.35146 -1.83619 -0.53373 4.042
O -1.40674 -0.83305 -1.79307 0.163
H -2.74206 0.75841 -1.44519 -0.015
```

---

Entry 4:
A structure of composition C42H56IrN6P2S2Si2 at a distorted geometry. Source: OMol25; level of theory: wB97M-V/def2-TZVPD.

Results
Largest force on an atom ... 1.393 eV/Å
E_HOMO (alpha / beta) ... -9.941 / -9.942 eV
E_tot ... -112245.152 eV
Kohn-Sham gap (alpha / beta) ... 6.46 / 6.46 eV
Total charge ... +1

```
111
Properties=species:S:1:pos:R:3:lowdin_charge:R:1
Ir 0.13244 -0.42214 -0.49964 1.139
C -4.58937 1.10343 -0.39308 -0.162
Si -3.31310 -0.05621 -1.12938 0.348
C -2.78978 0.51836 -2.83530 -0.169
C -4.08388 -1.77895 -1.21766 -0.160
N -1.87724 -0.07529 -0.15369 -0.395
P -1.52388 0.03923 1.40824 0.689
C 0.18284 0.33449 1.26674 -0.442
P 1.89938 0.04538 1.34661 0.682
N 2.21414 -0.25225 -0.18344 -0.388
Si 3.50757 -0.06288 -1.32067 0.347
C 4.99070 0.72186 -0.47243 -0.160
C 4.02206 -1.74087 -2.00409 -0.181
C 2.90781 0.99030 -2.74947 -0.171
C 2.27480 -1.34775 2.42264 -0.312
C 1.44021 -1.69434 3.47838 -0.093
C 1.75124 -2.77380 4.29090 -0.061
C 2.90358 -3.50803 4.05358 -0.064
C 3.74946 -3.15978 3.00803 -0.066
C 3.43840 -2.08220 2.19604 -0.080
C 2.82422 1.45700 1.95910 -0.290
C 3.55621 1.44543 3.13752 -0.064
C 4.23957 2.58516 3.53807 -0.064
C 4.19001 3.73200 2.76140 -0.062
C 3.45074 3.74816 1.58329 -0.074
C 2.76529 2.61514 1.18071 -0.113
C -2.31142 1.40966 2.26340 -0.289
C -2.66359 1.37127 3.61099 -0.080
C -3.13633 2.51413 4.23752 -0.066
C -3.24962 3.69850 3.52354 -0.063
C -2.86998 3.74720 2.19026 -0.070
C -2.39046 2.60911 1.56083 -0.107
C -2.01334 -1.52456 2.17067 -0.283
C -3.29349 -1.68862 2.69273 -0.089
C -3.75216 -2.95219 3.03477 -0.065
C -2.94292 -4.06224 2.85338 -0.063
C -1.66621 -3.90787 2.32702 -0.061
C -1.20794 -2.64841 1.98518 -0.104
H -5.48978 1.06051 -1.01125 0.038
H -4.25546 2.13990 -0.36403 0.017
H -4.88162 0.81597 0.61864 0.031
H -3.61225 0.48587 -3.54970 0.037
H -1.98243 -0.09520 -3.24506 0.013
H -2.41034 1.54123 -2.78198 0.011
H -5.16565 -1.70711 -1.34735 0.034
H -3.90309 -2.33292 -0.29413 0.023
H -3.71542 -2.38522 -2.04540 0.013
H 5.14605 0.35838 0.54583 0.023
H 4.89194 1.80616 -0.41325 0.026
H 5.90065 0.50325 -1.03479 0.037
H 4.37386 -2.41749 -1.22160 0.023
H 4.83895 -1.61656 -2.71696 0.036
H 3.20776 -2.23264 -2.53858 0.019
H 3.04345 2.05359 -2.54752 0.027
H 1.83708 0.84658 -2.92463 0.010
H 3.42763 0.74976 -3.67679 0.032
H 0.53918 -1.12289 3.66950 0.104
H 1.09247 -3.04080 5.10591 0.113
H 3.14749 -4.35075 4.68577 0.110
H 4.65364 -3.72632 2.82924 0.110
H 4.10130 -1.81676 1.38017 0.098
H 3.60499 0.54984 3.74480 0.107
H 4.81454 2.57495 4.45393 0.110
H 4.73336 4.61541 3.06968 0.110
H 3.41991 4.63754 0.96653 0.107
H 2.18669 2.62984 0.26118 0.060
H -2.56545 0.45694 4.18144 0.103
H -3.41511 2.47887 5.28169 0.109
H -3.62841 4.58705 4.01172 0.110
H -2.94106 4.67258 1.63277 0.104
H -2.05814 2.65731 0.52955 0.056
H -3.95608 -0.84077 2.81140 0.104
H -4.75070 -3.06710 3.43435 0.112
H -3.30739 -5.04669 3.11341 0.111
H -1.03071 -4.77064 2.17876 0.109
H -0.21740 -2.53628 1.56083 0.074
C 0.98531 7.17133 1.36251 -0.072
C -0.11599 6.15402 1.62469 -0.249
N -0.02572 4.96128 0.80573 -0.010
C -0.36475 4.84171 -0.49740 -0.838
S -0.10382 3.38165 -1.29102 0.631
N -0.92884 5.91150 -1.08357 0.004
C -1.49563 5.89505 -2.42734 -0.264
C -2.94072 5.42492 -2.43900 -0.083
H 0.85055 8.05215 1.98876 0.079
H 0.99377 7.49122 0.32094 0.072
H 1.96138 6.74308 1.58748 0.064
H -1.10668 6.60712 1.49821 0.107
H -0.09339 5.82047 2.66295 0.122
H 0.43447 4.14778 1.18021 0.096
H -1.14961 6.70571 -0.50474 0.122
H -0.87229 5.23523 -3.02718 0.077
H -1.40068 6.90392 -2.83158 0.118
H -3.00386 4.40743 -2.05277 0.051
H -3.33706 5.42895 -3.45404 0.077
H -3.57438 6.07095 -1.82927 0.073
N 0.69708 -7.33396 -1.51208 0.090
C -0.40757 -6.57041 -1.65256 -0.825
S -1.93051 -7.15323 -1.81337 0.724
C -0.13139 -5.07991 -1.58292 -0.197
C 0.99383 -4.55746 -0.94745 0.010
C 1.13209 -3.18781 -0.84751 -0.129
N 0.23422 -2.33837 -1.36543 -0.095
C -0.83974 -2.83851 -2.00213 -0.093
C -1.06055 -4.18960 -2.12868 -0.010
H 0.58274 -8.33058 -1.60677 0.104
H 1.61351 -6.96412 -1.70062 0.103
H 1.74071 -5.17213 -0.46566 0.120
H 1.95805 -2.73009 -0.32196 0.083
H -1.53679 -2.11730 -2.40069 0.079
H -1.94983 -4.55445 -2.61761 0.094
```